Record 1
DFT (ωB97M-V/def2-TZVPD) results for an isolated molecule of C6H11NO.

Each line ends with the natural charge from an NBO analysis.
Geometry (Å):
H1 2.40 1.53 -0.18  0.34
N1 1.46 1.19 0.06  -0.62
C1 1.32 -0.05 -0.25  0.24
C2 2.36 -0.88 -0.95  -0.68
C3 0.04 -0.85 0.15  0.52
O1 -0.25 -1.85 -0.52  -0.58
C4 -0.45 -0.48 1.49  -0.48
C5 -1.81 0.19 0.63  -0.38
C6 -1.85 1.16 -0.54  -0.62
H2 1.95 -1.26 -1.88  0.25
H3 2.63 -1.73 -0.32  0.23
H4 3.26 -0.29 -1.15  0.21
H5 -0.70 -1.36 2.09  0.24
H6 0.04 0.36 1.98  0.25
H7 -2.27 0.72 1.47  0.21
H8 -2.46 -0.66 0.41  0.22
H9 -1.27 2.07 -0.32  0.22
H10 -2.88 1.50 -0.70  0.22
H11 -1.51 0.70 -1.46  0.21

Summary:
* multiplicity: 1
* energy relative to the best compared isomer or geometry (same formula, charge and spin): 2.2143 eV
* LUMO level: 0.65 eV
* highest occupied orbital energy: -9.197 eV
* maximum force: 3.79 eV/Å
* SMILES: [H]/N=C(\C)C(=O)CCC
* total charge: 0
* frontier orbital gap: 9.8 eV

=====

Record 2
DFT (ωB97M-V/def2-TZVPD) results for a structure of composition C6H11NO.

Each line ends with the Mulliken charge.
Geometry (Å):
C1 -0.96 1.90 -0.06  -0.53
C2 -0.67 0.96 -1.27  -0.99
C3 0.73 0.52 -1.51  -0.30
C4 1.27 -0.46 -0.80  -0.35
C5 0.60 -1.19 0.19  0.12
C6 1.33 -2.10 1.08  -0.47
O1 0.84 -2.22 2.29  -0.70
N1 -2.79 2.14 -0.21  -0.62
H1 -1.39 2.81 -0.51  0.38
H2 -0.28 1.71 0.77  0.45
H3 -1.08 1.46 -2.15  0.47
H4 -1.37 0.13 -1.16  0.42
H5 1.37 1.20 -2.06  0.37
H6 2.28 -0.75 -1.05  0.36
H7 -0.33 -0.90 0.68  0.32
H8 2.39 -1.76 1.12  0.31
H9 1.36 -3.10 0.56  0.28
H10 -2.93 2.93 0.43  0.25
H11 -1.98 1.43 0.47  0.23

Summary:
* multiplicity: 1
* energy relative to the best compared isomer or geometry (same formula, charge and spin): 10.4855 eV
* LUMO level: -2.16 eV
* highest occupied orbital energy: -7.877 eV
* maximum force: 2.82 eV/Å
* total charge: 0
* frontier orbital gap: 5.7 eV

=====

Record 3
DFT (ωB97M-V/def2-TZVPD) results for an isolated molecule of C6H11NO.

Each line ends with the natural charge from an NBO analysis.
Geometry (Å):
C1 -0.99 -0.39 1.33  -0.66
C2 0.29 0.00 0.67  -0.09
C3 1.26 0.74 1.21  0.00
N1 1.28 1.50 2.41  -0.81
C4 0.49 -0.54 -0.73  -0.40
C5 -0.47 0.16 -1.72  -0.53
C6 -0.78 -0.67 -2.92  0.44
O1 -1.55 -0.34 -3.79  -0.52
H1 -0.85 -1.26 2.00  0.22
H2 -1.83 -0.66 0.71  0.22
H3 -1.38 0.30 2.08  0.22
H4 2.20 0.85 0.70  0.18
H5 0.44 1.32 2.96  0.36
H6 2.07 1.26 2.97  0.37
H7 0.24 -1.61 -0.69  0.20
H8 1.50 -0.46 -1.13  0.21
H9 -1.47 0.28 -1.28  0.24
H10 -0.13 1.19 -1.81  0.25
H11 -0.31 -1.66 -2.96  0.10

Summary:
* multiplicity: 1
* energy relative to the best compared isomer or geometry (same formula, charge and spin): 1.5839 eV
* LUMO level: 0.81 eV
* highest occupied orbital energy: -8.347 eV
* maximum force: 1.90 eV/Å
* SMILES: C/C(=C\N)CCC=O
* total charge: 0
* frontier orbital gap: 9.2 eV

=====

Record 4
DFT (ωB97M-V/def2-TZVPD) results for a cluster of 2 separate species, C6H11NO in total.

Each line ends with the natural charge from an NBO analysis.
Geometry (Å):
H1 -0.28 0.84 1.90  0.34
N1 -0.07 -0.04 1.43  -0.63
C1 0.78 0.05 0.50  0.28
C2 1.14 -1.18 -0.28  -0.68
C3 1.47 1.32 0.17  -0.27
C4 2.75 1.33 -0.26  -0.32
H2 2.09 -1.59 0.07  0.23
H3 0.36 -1.92 -0.20  0.23
H4 1.28 -0.95 -1.34  0.22
H5 1.18 2.13 0.83  0.21
H6 3.39 2.20 -0.25  0.20
H7 3.24 0.46 -0.68  0.19
C5 -2.46 -1.03 -0.14  -0.75
C6 -2.64 0.41 -0.48  0.47
O1 -3.42 1.16 0.05  -0.53
H8 -3.13 -1.35 0.65  0.23
H9 -1.42 -1.12 0.22  0.27
H10 -2.54 -1.65 -1.03  0.23
H11 -1.72 0.94 -1.16  0.07

Summary:
* multiplicity: 1
* energy relative to the best compared isomer or geometry (same formula, charge and spin): 2.5506 eV
* LUMO level: 0.39 eV
* highest occupied orbital energy: -9.530 eV
* maximum force: 3.09 eV/Å
* SMILES: [H]/N=C(/C)C=C.CC=O
* total charge: 0
* frontier orbital gap: 9.9 eV

=====

Record 5
DFT (ωB97M-V/def2-TZVPD) results for an isolated molecule of C6H11NO.

Each line ends with the natural charge from an NBO analysis.
Geometry (Å):
C1 2.29 -1.15 0.10  -0.45
N1 1.75 0.09 -0.21  0.10
O1 2.45 1.10 -0.50  -0.55
C2 0.40 0.21 -0.14  0.21
C3 -0.36 1.54 -0.13  -0.45
C4 -1.77 1.08 0.35  -0.41
C5 -1.84 -0.35 -0.29  -0.38
C6 -0.48 -0.94 0.08  -0.47
H1 1.95 -1.49 1.05  0.21
H2 1.97 -2.02 -0.53  0.21
H3 3.42 -1.15 0.07  0.25
H4 0.18 2.10 0.69  0.23
H5 -0.36 2.27 -0.97  0.24
H6 -1.89 1.27 1.32  0.21
H7 -2.45 1.68 -0.25  0.21
H8 -1.86 -0.30 -1.39  0.21
H9 -2.75 -0.99 0.09  0.21
H10 -0.17 -1.77 -0.45  0.22
H11 -0.51 -1.19 1.10  0.21

Summary:
* multiplicity: 1
* energy relative to the best compared isomer or geometry (same formula, charge and spin): 3.6839 eV
* LUMO level: 0.82 eV
* highest occupied orbital energy: -7.816 eV
* maximum force: 6.86 eV/Å
* SMILES: C[N+]([O-])=C1CCCC1
* total charge: 0
* frontier orbital gap: 8.6 eV

=====

Record 6
DFT (ωB97M-V/def2-TZVPD) results for a cluster of 2 separate species, C6H11NO in total.

Each line ends with the natural charge from an NBO analysis.
Geometry (Å):
C1 2.67 0.74 -0.10  -0.63
C2 1.34 0.02 -0.02  -0.10
C3 1.01 -0.89 0.96  -0.09
N1 -0.25 -1.34 0.69  -0.49
C4 -0.78 -0.68 -0.36  0.14
C5 -2.00 -1.08 -1.09  -0.65
C6 0.21 0.14 -0.86  -0.31
H1 2.90 1.20 0.84  0.22
H2 3.49 0.18 -0.55  0.22
H3 2.51 1.59 -0.78  0.21
H4 1.64 -1.28 1.75  0.21
H5 -0.77 -1.89 1.36  0.41
H6 -2.00 -0.79 -2.14  0.23
H7 -2.21 -2.17 -1.20  0.22
H8 -2.98 -0.82 -0.67  0.22
H9 0.23 0.71 -1.77  0.21
O1 -1.66 1.75 1.35  -0.95
H10 -2.43 2.31 1.51  0.47
H11 -0.92 2.30 1.08  0.48

Summary:
* multiplicity: 1
* energy relative to the best compared isomer or geometry (same formula, charge and spin): 0.9063 eV
* LUMO level: 0.90 eV
* highest occupied orbital energy: -7.598 eV
* maximum force: 2.52 eV/Å
* SMILES: Cc1c[nH]c(C)c1.O
* total charge: 0
* frontier orbital gap: 8.5 eV